1.
Density functional theory data (ωB97M-V with the def2-TZVPD basis set) for one molecule with the formula C2H2OS.

The energy relative to the best compared isomer or geometry (same formula, charge and spin) is 239.4 kJ/mol. The frontier orbital gap comes out at 9.22 eV. The lowest unoccupied orbital energy comes out at 0.52 eV. As for the calculated total energy: -550.69706 Eh. The calculation puts the HOMO energy at -8.69 eV.

Last columns: bonded neighbours and bond lengths (Å).
CARTESIAN COORDINATES (ANGSTROEM)
1 C -0.15854 -0.80913 0.05762  C2 1.271, S4 1.875, H5 1.127
2 C -0.97349 0.09705 -0.30433  C1 1.271, S4 2.111, H6 1.001
3 O 1.74852 1.19155 0.09869  S4 1.449
4 S 0.67208 0.64511 0.89973  C1 1.875, C2 2.111, O3 1.449
5 H 0.19140 -1.87868 0.11312  C1 1.127
6 H -1.47997 0.75410 -0.86483  C2 1.001

Atomic partial charges in e from the natural (NBO) method, atoms 1 to 4: -0.379, -0.217, -0.935, 1.040


2.
Density functional theory data (ωB97M-V with the def2-TZVPD basis set) for a 2-piece molecular cluster, C2H2OS overall.

The energy relative to the best compared isomer or geometry (same formula, charge and spin) is 304.6 kJ/mol. The structure (SMILES) is C#C.O=S. The frontier orbital gap (spin up / spin down) comes out at 7.82 / 7.49 eV. The lowest unoccupied orbital energy (spin up / spin down) comes out at -1.34 / -1.41 eV. As for the calculated total energy: -550.67223 Eh. The calculation puts the HOMO energy (spin up / spin down) at -9.16 / -8.90 eV.

Last columns: bonded neighbours and bond lengths (Å).
CARTESIAN COORDINATES (ANGSTROEM)
1 C -0.05429 -0.05307 0.96537  C2 1.232, H5 1.016
2 C -0.18148 -0.22706 -0.24756  C1 1.232, H6 1.033
3 O 1.35267 2.71597 -1.27462  S4 1.458
4 S 0.17702 2.18127 -1.95033  O3 1.458
5 H -0.09486 -0.03699 1.98037  C1 1.016
6 H -0.04662 -0.50395 -1.23345  C2 1.033

Atomic partial charges in e from the natural (NBO) method, atoms 1 to 4: -0.199, -0.260, -0.693, 0.705


3.
Density functional theory data (ωB97M-V with the def2-TZVPD basis set) for a 2-piece molecular cluster, C2H2OS overall.

The energy relative to the best compared isomer or geometry (same formula, charge and spin) is 275.3 kJ/mol. The structure (SMILES) is C#C.O=S. The frontier orbital gap (spin up / spin down) comes out at 7.81 / 7.75 eV. The lowest unoccupied orbital energy (spin up / spin down) comes out at -1.47 / -1.50 eV. As for the calculated total energy: -550.68339 Eh. The calculation puts the HOMO energy (spin up / spin down) at -9.27 / -9.25 eV.

Last columns: bonded neighbours and bond lengths (Å).
CARTESIAN COORDINATES (ANGSTROEM)
1 C 1.72568 -0.37372 0.33826  C2 1.194, H5 1.052
2 C 1.25803 0.51880 -0.30266  C1 1.194, H6 1.048
3 O -3.25726 -0.80288 -0.22982  S4 1.465
4 S -2.73853 0.50821 0.16698  O3 1.465
5 H 2.17745 -1.15823 0.87467  C1 1.052
6 H 0.83464 1.30782 -0.84743  C2 1.048

Atomic partial charges in e from the natural (NBO) method, atoms 1 to 4: -0.225, -0.238, -0.682, 0.685


4.
Density functional theory data (ωB97M-V with the def2-TZVPD basis set) for one molecule with the formula C2H2OS2.

The energy relative to the best compared isomer or geometry (same formula, charge and spin) is 168.8 kJ/mol. The structure (SMILES) is O=CC(=S)S. The frontier orbital gap comes out at 7.85 eV. The lowest unoccupied orbital energy comes out at -1.70 eV. As for the calculated total energy: -948.94072 Eh. The calculation puts the HOMO energy at -9.55 eV.

Last columns: bonded neighbours and bond lengths (Å).
CARTESIAN COORDINATES (ANGSTROEM)
1 C -0.35178 0.10182 -0.14172  C2 1.539, S6 1.819, S7 1.586
2 C 0.67682 -1.00432 0.15099  C1 1.539, H4 1.242, O5 1.338
3 H -0.85750 2.16129 0.08782  S6 1.301
4 H 0.18113 -2.06603 0.56165  C2 1.242
5 O 1.89147 -0.77745 -0.36291  C2 1.338
6 S 0.37002 1.77097 -0.09405  C1 1.819, H3 1.301
7 S -1.91016 -0.18628 -0.20178  C1 1.586

Atomic partial charges in e from the natural (NBO) method, atoms 1 to 4: -0.402, 0.326, 0.128, 0.193


5.
Density functional theory data (ωB97M-V with the def2-TZVPD basis set) for a 2-piece molecular cluster, C2H2S2 overall.

The energy relative to the best compared isomer or geometry (same formula, charge and spin) is 241.6 kJ/mol. The frontier orbital gap comes out at 8.06 eV. The lowest unoccupied orbital energy comes out at -0.63 eV. As for the calculated total energy: -873.64570 Eh. The calculation puts the HOMO energy at -8.69 eV.

Last columns: bonded neighbours and bond lengths (Å).
CARTESIAN COORDINATES (ANGSTROEM)
1 C -1.46298 -1.76736 0.98482  S3 1.554
2 C 0.91641 0.73805 -0.31540  S4 1.580, H5 1.178, H6 1.128
3 S -2.36985 -1.01940 -0.03231  C1 1.554
4 S 0.97995 -0.39448 0.78436  C2 1.580
5 H 1.93497 1.17267 -0.71747  C2 1.178
6 H 0.00149 1.27051 -0.70399  C2 1.128

Atomic partial charges in e from the natural (NBO) method, atoms 1 to 4: -0.171, -0.517, 0.093, 0.195


6.
Density functional theory data (ωB97M-V with the def2-TZVPD basis set) for one molecule with the formula C2H2S2.

The energy relative to the best compared isomer or geometry (same formula, charge and spin) is 323.0 kJ/mol. The frontier orbital gap comes out at 6.26 eV. The lowest unoccupied orbital energy comes out at -1.83 eV. As for the calculated total energy: -873.61471 Eh. The calculation puts the HOMO energy at -8.08 eV.

Last columns: bonded neighbours and bond lengths (Å).
CARTESIAN COORDINATES (ANGSTROEM)
1 C -1.09224 -0.07755 0.09856  C2 1.385, S3 1.529
2 C 0.27900 0.07582 -0.01559  C1 1.385, S4 2.140, H5 1.149, H6 1.148
3 S -2.59565 0.17116 -0.02921  C1 1.529
4 S 2.11320 -1.02630 -0.02692  C2 2.140
5 H 0.58943 0.49680 -1.03872  C2 1.149
6 H 0.70626 0.36006 1.01189  C2 1.148

Atomic partial charges in e from the natural (NBO) method, atoms 1 to 4: 0.046, -0.751, 0.356, -0.375